(1)
Computed, not measured: 10 unconnected molecules or ions with the total composition C60H142N10O10 in a non-equilibrium geometry, with ωB97M-V/def2-TZVPD.

* calculated total energy: -3670.63163 hartree
* molecular weight: 1163.856 g/mol
* net charge: -1
* Kohn-Sham gap (spin up / spin down): 1.274 / 7.961 eV
* 2S+1: 2
* HOMO (spin up / spin down): 0.60 / -6.04 eV

The geometry in XYZ format:
```
222
C60H142N10O10 ωB97M-V/def2-TZVPD
C -0.743 -6.249 1.935
C -1.506 -5.419 3.063
C -2.738 -4.816 2.516
C -3.635 -5.983 2.215
C -4.140 -6.759 3.450
C -2.893 -7.254 4.345
N -1.665 -6.344 4.257
O -0.555 -6.737 4.950
C -3.402 -7.411 5.763
C -2.489 -8.658 3.868
C -0.573 -4.209 3.396
H 0.043 -6.908 2.304
H -0.427 -5.581 1.134
H -1.354 -7.025 1.473
H -3.193 -4.093 3.193
H -2.693 -4.259 1.581
H -3.187 -6.674 1.500
H -4.426 -5.727 1.510
H -4.744 -7.569 3.042
H -4.772 -6.040 3.971
H -4.099 -8.229 5.944
H -2.563 -7.779 6.354
H -3.689 -6.459 6.209
H -2.055 -8.608 2.869
H -1.652 -9.050 4.445
H -3.255 -9.425 3.756
H 0.217 -4.445 4.107
H -1.109 -3.373 3.845
H -0.069 -3.812 2.514
H -0.651 -6.209 5.747
C 8.786 0.002 -3.056
C 8.261 1.408 -3.287
C 7.964 1.519 -4.910
C 6.972 2.558 -5.207
C 5.776 2.544 -4.371
C 6.077 2.554 -2.801
N 7.091 1.593 -2.547
O 7.265 1.442 -1.195
C 6.465 3.951 -2.203
C 4.622 2.224 -2.318
C 9.481 2.260 -2.913
H 8.958 -0.258 -2.011
H 9.725 0.008 -3.610
H 8.207 -0.786 -3.537
H 8.889 1.844 -5.387
H 7.713 0.501 -5.209
H 6.637 2.445 -6.238
H 7.444 3.537 -5.286
H 5.250 1.602 -4.527
H 5.076 3.360 -4.548
H 6.669 3.825 -1.140
H 7.317 4.438 -2.678
H 5.689 4.694 -2.385
H 4.669 1.728 -1.349
H 3.894 3.029 -2.214
H 4.029 1.556 -2.944
H 10.385 2.146 -3.511
H 9.737 2.392 -1.861
H 9.220 3.279 -3.199
H 6.932 0.553 -1.056
C 0.554 -0.992 -5.910
C 0.761 -2.493 -6.024
C 2.102 -2.913 -5.449
C 2.163 -4.490 -5.307
C 1.093 -5.008 -4.337
C -0.338 -4.626 -4.900
N -0.404 -3.192 -5.308
O -1.620 -2.824 -5.808
C -0.669 -5.594 -5.979
C -1.382 -4.655 -3.673
C 0.803 -2.888 -7.527
H -0.353 -0.520 -6.289
H 1.399 -0.689 -6.528
H 0.755 -0.541 -4.938
H 2.972 -2.616 -6.034
H 2.301 -2.330 -4.550
H 3.170 -4.840 -5.081
H 2.029 -4.949 -6.286
H 1.357 -4.483 -3.418
H 1.218 -6.090 -4.364
H -0.114 -5.522 -6.914
H -0.727 -6.654 -5.731
H -1.692 -5.258 -6.145
H -1.181 -4.171 -2.717
H -2.298 -4.146 -3.972
H -1.679 -5.681 -3.456
H 0.063 -2.406 -8.166
H 0.748 -3.944 -7.792
H 1.737 -2.510 -7.943
H -2.090 -2.393 -5.091
C 0.095 2.705 -0.852
C -0.066 1.234 -0.432
C 1.145 0.826 0.370
C 1.004 -0.342 1.326
C -0.243 -0.246 2.209
C -1.537 0.093 1.461
N -1.295 1.169 0.411
O -2.464 1.629 -0.224
C -2.121 -1.158 0.777
C -2.478 0.798 2.538
C -0.093 0.452 -1.694
H 0.015 3.371 0.007
H -0.397 3.019 -1.772
H 1.155 2.883 -1.039
H 1.988 0.580 -0.276
H 1.714 1.571 0.926
H 1.970 -0.461 1.815
H 0.952 -1.202 0.658
H -0.111 0.497 2.996
H -0.327 -1.194 2.740
H -3.015 -0.837 0.240
H -1.434 -1.554 0.029
H -2.434 -1.956 1.449
H -2.850 0.056 3.244
H -1.957 1.628 3.015
H -3.401 1.217 2.135
H -0.044 -0.626 -1.547
H 0.735 0.608 -2.386
H -0.997 0.648 -2.272
H -2.319 2.577 -0.170
C 3.331 4.800 -0.064
C 3.288 6.258 0.516
C 2.666 7.306 -0.421
O 3.243 8.514 0.053
C 2.865 9.633 -0.607
N 2.413 6.234 1.690
H 4.032 4.201 0.517
H 3.694 4.736 -1.089
H 2.427 4.197 0.027
H 4.284 6.422 0.928
H 1.578 7.296 -0.482
H 3.076 7.106 -1.411
H 3.036 10.502 0.028
H 1.842 9.613 -0.982
H 3.559 9.741 -1.440
H 1.820 7.047 1.601
H 2.913 6.318 2.564
C -2.871 1.458 -6.425
C -3.402 0.219 -5.559
C -2.614 0.088 -4.240
O -2.983 -1.153 -3.746
C -2.506 -1.451 -2.501
N -4.856 0.325 -5.397
H -3.601 1.625 -7.217
H -1.900 1.307 -6.897
H -2.716 2.422 -5.940
H -3.418 -0.603 -6.275
H -2.954 0.936 -3.645
H -1.580 -0.042 -4.562
H -2.634 -0.621 -1.807
H -1.473 -1.796 -2.455
H -3.211 -2.163 -2.071
H -5.028 1.184 -4.895
H -5.049 -0.423 -4.746
C -1.762 -0.143 6.992
C -2.879 -0.718 7.859
C -4.093 0.183 8.118
O -4.823 0.476 6.936
C -6.187 0.763 7.231
N -3.468 -1.909 7.310
H -0.991 -0.863 6.720
H -1.201 0.680 7.436
H -2.275 0.225 6.103
H -2.460 -0.986 8.830
H -3.793 1.109 8.608
H -4.759 -0.395 8.758
H -6.671 1.547 6.649
H -6.248 1.202 8.227
H -6.877 -0.080 7.233
H -4.391 -1.781 7.700
H -3.396 -1.819 6.306
C -6.271 3.044 4.214
C -6.962 2.102 3.258
C -7.698 0.868 3.811
O -8.429 0.093 2.836
C -8.572 -1.234 3.240
N -7.924 2.816 2.391
H -5.591 3.736 3.717
H -5.659 2.447 4.890
H -6.978 3.559 4.865
H -6.241 1.781 2.506
H -8.438 1.181 4.546
H -7.032 0.150 4.289
H -8.955 -1.757 2.364
H -9.176 -1.461 4.119
H -7.682 -1.754 3.596
H -8.545 2.022 2.323
H -8.405 3.469 2.994
C 5.957 -0.944 3.491
C 6.274 -0.499 2.072
C 5.084 -0.783 1.091
O 5.453 -0.626 -0.259
C 4.535 -1.209 -1.163
N 6.745 0.884 2.034
H 6.614 -0.611 4.294
H 6.119 -2.016 3.606
H 4.921 -0.722 3.746
H 7.084 -1.125 1.699
H 4.267 -0.073 1.216
H 4.737 -1.776 1.379
H 4.637 -2.289 -1.262
H 4.741 -0.877 -2.180
H 3.529 -0.846 -0.950
H 6.459 1.116 1.093
H 7.731 0.944 2.245
C -2.783 5.352 2.470
C -1.656 5.128 1.455
C -1.815 5.666 0.032
O -2.819 4.770 -0.641
C -3.210 5.302 -1.905
N -0.526 5.826 2.014
H -2.652 4.822 3.414
H -3.631 4.948 1.918
H -2.845 6.423 2.666
H -1.410 4.066 1.458
H -0.910 5.856 -0.546
H -2.326 6.625 0.121
H -3.701 6.275 -1.918
H -3.714 4.545 -2.506
H -2.313 5.585 -2.456
H 0.334 5.644 1.517
H -0.405 5.421 2.931
```

***

(2)
Computed, not measured: 2 unconnected molecules or ions with the total composition C3H5NO2 in a non-equilibrium geometry, with ωB97M-V/def2-TZVPD.

* calculated total energy: -322.52409 hartree
* relative energy (zero: lowest compared OMol25 entry of this formula, charge and spin): 131.91 kJ/mol
* molecular weight: 87.078 g/mol
* Kohn-Sham gap: 11.316 eV
* HOMO: -10.93 eV

The geometry in XYZ format:
```
11
C3H5NO2 ωB97M-V/def2-TZVPD
N -2.452 -1.159 -1.336
C -1.577 -0.983 -0.601
C -0.451 -0.754 0.303
C 0.886 -0.856 -0.416
O 1.834 -0.166 -0.129
H -0.459 -1.526 1.086
H -0.527 0.235 0.768
H 0.961 -1.629 -1.204
O 0.261 2.168 0.344
H 1.103 1.687 0.352
H 0.420 2.983 0.834
```